(1)
The following is a quantum chemistry calculation of a molecular structure, C34H44FN5O3SeSiYb at a distorted geometry, from the OMol25 dataset.

- Strongest force on any atom: 2.31 eV Å⁻¹
- LUMO energy (spin up / spin down): -3.5169 / -3.5169 eV
- ⟨S²⟩: 0.7508
- E: -157034.7747 eV
- Charge: +1
- 2S+1: 2

Positions of all 90 atoms, in Å:
Yb1 0.3286 1.5924 -2.5605
C1 -5.6625 -1.4016 1.4281
C2 -4.6947 -2.3659 0.7725
N1 -3.3619 -1.8014 0.4339
C3 -3.1752 -1.3210 -0.8522
C4 -2.0257 -0.6996 -1.2200
C5 -1.5873 -0.1136 -2.5470
O1 -1.9648 1.0576 -2.6624
O2 -0.6364 -0.6441 -3.1887
C6 -1.0033 -0.3766 -0.2979
O3 -0.0089 0.3445 -0.6038
C7 -1.1709 -0.9285 1.0285
C8 -0.1202 -0.8872 1.9513
C9 -0.2934 -1.3979 3.2028
F1 0.7210 -1.2743 4.0878
C10 -1.4509 -2.0240 3.5927
C11 -2.5032 -2.1173 2.6658
C12 -2.3501 -1.6349 1.3734
N2 -1.7107 -2.6333 4.8853
C13 -2.6358 -1.9202 5.7838
C14 -3.1809 -2.8882 6.8249
N3 -2.6431 -4.2500 6.6092
C15 -1.1219 -4.1926 6.6839
C16 -0.6037 -3.1501 5.6402
H1 -6.7100 -1.8033 1.5198
H2 -5.7144 -0.5232 0.7595
H3 -5.3343 -1.1712 2.4179
H4 -5.1133 -2.6631 -0.1914
H5 -4.5441 -3.2821 1.3596
H6 -4.0098 -1.4055 -1.5492
H7 0.8568 -0.4369 1.7159
H8 -3.2982 -2.7726 2.9591
H9 -3.4076 -1.5042 5.1488
H10 -2.1283 -1.0427 6.2719
H11 -4.2792 -2.9797 6.7883
H12 -2.9086 -2.6503 7.8854
H13 -2.9290 -4.6118 5.7049
H14 -3.0251 -4.8758 7.3497
H15 -0.7425 -5.2179 6.5057
H16 -0.9410 -4.0291 7.7423
H17 0.0831 -3.6657 4.9681
H18 0.0351 -2.4098 6.1243
C17 3.3100 -2.8943 -2.6336
C18 2.1613 -2.2719 -1.8687
C19 2.6187 -1.2341 -0.8823
C20 2.9594 -1.6328 0.4067
C21 3.5780 -0.7709 1.2799
C22 3.8709 0.5106 0.8298
C23 3.5921 0.9521 -0.4466
C24 4.1256 2.2195 -0.9820
C25 5.5647 2.0102 -1.3684
C26 2.9237 0.0354 -1.2924
N4 2.3525 0.5835 -2.5215
C27 2.9643 0.6030 -3.6700
C28 2.4217 1.1997 -4.8226
C29 2.7741 1.2560 -6.1335
C30 1.7452 1.9058 -6.8291
C31 0.8163 2.2715 -5.8359
N5 1.2344 1.8893 -4.6213
H19 2.9996 -3.6739 -3.3868
H20 3.9648 -3.4747 -1.9623
H21 3.8939 -2.1601 -3.1529
H22 1.5814 -3.0487 -1.4271
H23 1.4632 -1.7815 -2.5968
H24 2.7032 -2.6640 0.6962
H25 3.8097 -1.0830 2.3287
H26 4.4174 1.1793 1.4912
H27 4.0913 3.0013 -0.2566
H28 3.6061 2.5924 -1.8152
H29 6.1344 1.5759 -0.5696
H30 6.0385 2.9322 -1.6170
H31 5.6119 1.3883 -2.2419
H32 3.9510 0.1525 -3.7897
H33 3.6420 0.7677 -6.5774
H34 1.6988 2.0121 -7.9178
H35 -0.1276 2.8133 -5.9789
C32 0.5778 6.4229 -2.8173
Si1 -0.5791 5.1274 -2.2480
C33 -2.1597 5.8668 -1.5258
C34 -1.1506 4.1043 -3.7495
Se1 0.5516 3.7449 -0.9059
H36 0.2342 7.1695 -3.5464
H37 1.3691 5.9038 -3.3102
H38 1.0582 6.8659 -1.9412
H39 -2.6095 6.5622 -2.2424
H40 -1.9561 6.3774 -0.5824
H41 -2.9039 5.1021 -1.3134
H42 -1.8504 4.7155 -4.4081
H43 -1.7597 3.2326 -3.4090
H44 -0.3482 3.7158 -4.3472

=====

(2)
The following is a quantum chemistry calculation of a molecular structure, C34H44N3O2OsSSe at a distorted geometry, from the OMol25 dataset.

- Strongest force on any atom: 3.52 eV Å⁻¹
- LUMO energy (spin up / spin down): -3.8027 / -6.1410 eV
- ⟨S²⟩: 6.0648
- E: -123178.7130 eV
- Energy above the lowest of the compared OMol25 structures with the same formula, charge and spin: 56.9 kcal per mole
- Charge: +1
- 2S+1: 5

Positions of all 86 atoms, in Å:
Os1 -1.1677 -2.0568 0.9888
C1 -1.7038 5.2733 -1.6803
C2 -0.5979 4.2525 -1.4000
C3 0.4217 4.8897 -0.4425
C4 0.0778 3.9103 -2.7359
C5 -1.1279 2.9862 -0.7499
C6 -0.3037 1.8766 -0.6387
C7 -0.7726 0.7169 -0.0196
N1 -0.1108 -0.4427 0.2326
C8 1.1576 -0.7500 -0.1723
C9 2.2571 0.0761 -0.3760
C10 3.4308 -0.4396 -0.9248
C11 3.4776 -1.7994 -1.2405
C12 2.4435 -2.6935 -0.9917
C13 1.2880 -2.1739 -0.3780
O1 0.2702 -2.8774 0.0072
C14 2.5848 -4.1448 -1.4243
C15 1.4103 -5.0361 -1.0171
C16 2.6896 -4.1649 -2.9582
C17 3.8625 -4.7403 -0.8144
C18 4.6157 0.4772 -1.1711
C19 5.7385 -0.2083 -1.9534
C20 4.1513 1.6975 -1.9799
C21 5.1731 0.9267 0.1873
C22 -2.1565 0.6129 0.3792
O2 -2.5490 -0.5724 0.7240
C23 -2.9790 1.7600 0.3289
C24 -2.4241 2.9032 -0.2272
C25 -4.4296 1.8117 0.7832
C26 -4.5870 2.9450 1.8094
C27 -4.9058 0.5179 1.4432
C28 -5.3198 2.0835 -0.4399
H1 -1.2802 6.1211 -2.2107
H2 -2.1420 5.6496 -0.7604
H3 -2.4837 4.8443 -2.3043
H4 0.8036 5.8096 -0.8766
H5 1.2603 4.2248 -0.2513
H6 -0.0486 5.1265 0.5094
H7 0.3936 4.8239 -3.2319
H8 -0.6206 3.3919 -3.3886
H9 0.9580 3.2870 -2.6068
H10 0.6882 1.8981 -1.0524
H11 2.2195 1.0971 -0.0350
H12 4.3770 -2.1975 -1.6767
H13 0.4833 -4.7116 -1.4854
H14 1.2715 -5.0407 0.0621
H15 1.6123 -6.0553 -1.3395
H16 1.8004 -3.7266 -3.4064
H17 2.7798 -5.1923 -3.3009
H18 3.5576 -3.6107 -3.3030
H19 3.8335 -4.6782 0.2707
H20 4.7542 -4.2322 -1.1677
H21 3.9359 -5.7855 -1.1020
H22 5.3788 -0.5871 -2.9065
H23 6.1816 -1.0203 -1.3838
H24 6.5235 0.5134 -2.1603
H25 3.6517 1.3787 -2.8924
H26 5.0087 2.3042 -2.2575
H27 3.4753 2.3266 -1.4086
H28 5.5105 0.0674 0.7617
H29 4.4272 1.4553 0.7736
H30 6.0176 1.5906 0.0268
H31 -3.0566 3.7709 -0.2901
H32 -3.9400 2.7705 2.6664
H33 -5.6161 2.9783 2.1549
H34 -4.3450 3.9160 1.3892
H35 -4.2844 0.2684 2.3004
H36 -4.8882 -0.3090 0.7386
H37 -5.9280 0.6493 1.7909
H38 -5.1091 3.0515 -0.8843
H39 -6.3635 2.0684 -0.1383
H40 -5.1683 1.3173 -1.1969
S1 0.0293 -1.2748 3.4770
C29 -1.6074 -1.6228 3.8816
C30 -2.1332 -1.6186 5.1792
C31 -3.4456 -2.0044 5.3602
C32 -4.2149 -2.3739 4.2552
C33 -3.6380 -2.3145 3.0013
N2 -2.3744 -1.9431 2.8278
H41 -1.5031 -1.3311 6.0072
H42 -3.8723 -2.0264 6.3506
H43 -5.2352 -2.7052 4.3670
H44 -4.1779 -2.5736 2.1006
Se1 -0.6714 -6.5208 2.3308
C34 -1.1715 -4.9709 1.7999
N3 -1.5290 -3.8906 1.4870

=====

(3)
The following is a quantum chemistry calculation of 2 unconnected molecules or ions with the total composition C34H44N3O3 at a distorted geometry, from the OMol25 dataset.

- Strongest force on any atom: 2.59 eV Å⁻¹
- LUMO energy: -4.6034 eV
- E: -46578.2652 eV
- Energy above the lowest of the compared OMol25 structures with the same formula, charge and spin: 0.0 kcal per mole
- Charge: +1

Positions of all 84 atoms, in Å:
C1 -0.2652 -2.5438 3.6781
O1 0.1293 -1.5356 4.6204
C2 -0.0298 -0.2788 4.1710
O2 -0.6102 -0.0213 3.1292
C3 0.5739 0.7007 5.1511
C4 -0.2186 0.7032 6.4685
C5 -0.3375 2.1644 6.8845
C6 0.3690 2.9858 5.7991
N1 0.5943 2.0638 4.6807
C7 1.4914 2.3798 3.6500
C8 1.2215 2.0955 2.3328
C9 2.1968 2.3554 1.2383
C10 3.2752 3.3729 1.6311
C11 3.8658 3.0109 2.9840
C12 2.7807 3.0812 4.0566
H1 -0.0519 -3.4817 4.1869
H2 -1.3303 -2.4538 3.4489
H3 0.3328 -2.4582 2.7651
H4 1.6047 0.3419 5.3452
H5 -1.2177 0.2644 6.3365
H6 0.3300 0.0916 7.1912
H7 -1.3915 2.4518 6.9454
H8 0.1254 2.3462 7.8600
H9 -0.2235 3.8543 5.4895
H10 1.3207 3.3724 6.1901
H11 0.2561 1.6558 2.1103
H12 2.7092 1.4140 0.9641
H13 1.6768 2.6998 0.3387
H14 4.0571 3.4088 0.8695
H15 2.8193 4.3682 1.6805
H16 4.2745 1.9934 2.9453
H17 4.6883 3.6871 3.2436
H18 2.5527 4.1429 4.2580
H19 3.1767 2.6634 4.9952
C13 -3.3309 -3.4653 -4.2661
N2 -2.1446 -2.8702 -3.7003
C14 -0.9273 -3.4769 -3.8195
O3 -0.7249 -4.5810 -4.3187
C15 0.1014 -2.5340 -3.1898
C16 1.0243 -1.9867 -4.2888
C17 1.8880 -3.0761 -4.8927
C18 1.9058 -3.3009 -6.2745
C19 2.5869 -4.4085 -6.7858
C20 3.2897 -5.2602 -5.9263
C21 3.3242 -4.9914 -4.5532
C22 2.6561 -3.8768 -4.0429
N3 -0.7462 -1.5389 -2.5222
C23 -0.2669 -0.6697 -1.6114
C24 -1.0144 0.3969 -1.1089
C25 -0.6359 1.3123 -0.1220
C26 -1.4826 2.4432 0.2046
C27 -0.9750 3.6790 0.6870
C28 -1.7711 4.8148 0.7809
C29 -3.1164 4.7757 0.3925
C30 -3.6786 3.5437 0.0281
C31 -2.8956 2.3894 -0.0121
C32 -2.1631 -1.6284 -2.9386
C33 -2.5660 -0.4647 -3.8555
C34 -3.1253 -1.7828 -1.7552
H20 -3.0472 -4.3863 -4.7849
H21 -4.0557 -3.7053 -3.4776
H22 -3.8135 -2.7809 -4.9773
H23 0.6796 -3.0929 -2.4358
H24 0.4008 -1.5236 -5.0716
H25 1.6465 -1.1906 -3.8497
H26 1.3484 -2.6287 -6.9320
H27 2.5572 -4.6147 -7.8557
H28 3.8065 -6.1362 -6.3184
H29 3.8584 -5.6470 -3.8669
H30 2.6840 -3.6390 -2.9758
H31 0.7725 -0.8418 -1.3049
H32 -1.9760 0.5871 -1.5913
H33 0.3579 1.2149 0.2893
H34 0.0673 3.7319 0.9902
H35 -1.3304 5.7445 1.1377
H36 -3.7204 5.6859 0.3889
H37 -4.7369 3.4931 -0.2389
H38 -3.3797 1.4265 -0.2074
H39 -1.9852 -0.5106 -4.7873
H40 -3.6350 -0.5360 -4.0934
H41 -2.3737 0.5059 -3.3924
H42 -2.8711 -2.6959 -1.2028
H43 -3.0591 -0.9466 -1.0598
H44 -4.1531 -1.8526 -2.1309